# 1
Computed, not measured: the molecule C5H7NO, with ωB97M-V/def2-TZVPD.

Structure (ORCA input):
```
! wB97M-V def2-TZVPD RIJCOSX def2/J DEFGRID3
* xyz 0 1
C 1.995 0.040 0.608
C 0.533 0.355 0.604
C -0.433 -0.352 0.005
C -0.128 -1.581 -0.685
N 0.095 -2.583 -1.220
C -1.830 0.210 -0.160
O -1.878 0.990 -1.337
H 2.309 -0.391 1.565
H 2.572 0.960 0.467
H 2.256 -0.663 -0.187
H 0.223 1.264 1.121
H -2.578 -0.581 -0.271
H -2.088 0.801 0.732
H -1.110 1.575 -1.305
*
```

Results
Energy in Eh: -324.67873
Relative energy (zero: lowest compared OMol25 entry of this formula, charge and spin) in kcal/mol: 28.7
Structure (SMILES): C/C=C(\C#N)CO
E_HOMO in eV: -10.2
HOMO-LUMO gap in eV: 10.65
LUMO level in eV: 0.4946

# 2
Computed, not measured: the molecule C5H6O, with ωB97M-V/def2-TZVPD.

Structure (ORCA input):
```
! wB97M-V def2-TZVPD RIJCOSX def2/J DEFGRID3
* xyz 0 1
C 2.491 0.532 0.248
C 1.540 -0.206 0.236
C 0.394 -1.091 0.204
O -0.233 -1.218 -1.067
C -0.969 -0.598 -0.024
C -1.271 0.867 -0.031
H 3.323 1.201 0.253
H 0.432 -1.967 0.838
H -1.771 -1.249 0.330
H -0.350 1.447 -0.132
H -1.708 1.102 0.946
H -1.982 1.143 -0.814
*
```

Results
Energy in Eh: -269.24522
Relative energy (zero: lowest compared OMol25 entry of this formula, charge and spin) in kcal/mol: 63.4
Structure (SMILES): C#C[C@@H]1O[C@@H]1C
E_HOMO in eV: -9.9
HOMO-LUMO gap in eV: 11.03
LUMO level in eV: 1.0962

# 3
Computed, not measured: a cluster of 2 separate species, C2H3N3O2 in total in a non-equilibrium geometry, with ωB97M-V/def2-TZVPD.

Structure (ORCA input):
```
! wB97M-V def2-TZVPD RIJCOSX def2/J DEFGRID3
* xyz 0 1
C 0.435 -2.153 -0.442
C -0.004 0.709 0.863
N -0.765 2.539 -0.579
N -0.153 1.594 -0.038
N -0.506 -1.528 -0.130
O 1.415 -2.729 -0.423
O 0.574 2.001 -1.092
H 0.878 0.065 0.914
H -0.717 0.461 1.520
H -1.156 -0.958 -0.595
*
```

Results
Energy in Eh: -392.51190
Relative energy (zero: lowest compared OMol25 entry of this formula, charge and spin) in kcal/mol: 176.7
E_HOMO (spin up / spin down) in eV: -8.8 / -8.8
HOMO-LUMO gap (spin up / spin down) in eV: 9.35 / 9.35
LUMO level (spin up / spin down) in eV: 0.5323 / 0.5323

# 4
Computed, not measured: the molecule C11H14O6 in a non-equilibrium geometry, with ωB97M-V/def2-TZVPD.

Structure (ORCA input):
```
! wB97M-V def2-TZVPD RIJCOSX def2/J DEFGRID3
* xyz 0 1
C 2.361 -0.889 3.203
O 1.891 -0.551 1.820
C 1.062 0.526 1.741
O 1.053 1.312 2.628
C 0.190 0.753 0.596
C -0.533 1.927 0.447
O -1.304 2.270 -0.680
C -0.866 1.722 -1.926
C 0.522 2.081 -2.512
C -1.019 0.136 -1.652
C -0.725 -0.717 -2.827
O 0.301 -1.433 -2.950
C -0.061 -0.304 -0.380
C -0.496 -1.648 0.242
C -1.683 -1.708 1.178
O -2.773 -1.134 1.173
O -1.400 -2.724 2.019
H 3.233 -0.211 3.258
H 1.556 -0.489 3.843
H 2.629 -1.943 3.373
H -0.459 2.654 1.171
H -1.566 1.921 -2.688
H 0.431 2.032 -3.634
H 0.922 3.076 -2.329
H 1.325 1.362 -2.169
H -1.990 -0.013 -1.246
H -1.315 -0.590 -3.739
H 0.850 -0.653 -0.832
H 0.358 -2.154 0.782
H -0.616 -2.178 -0.746
H -1.879 -2.435 2.834
*
```

Results
Energy in Eh: -878.91993
Relative energy (zero: lowest compared OMol25 entry of this formula, charge and spin) in kcal/mol: 41.8
Structure (SMILES): COC(=O)C1=CO[C@@H](C)[C@@H](C=O)[C@@H]1CC(=O)O
E_HOMO in eV: -9.2
HOMO-LUMO gap in eV: 9.68
LUMO level in eV: 0.4815